1.
Below is 10 unconnected molecules or ions with the total composition C37H51F3O30 in a non-equilibrium geometry, with properties calculated with ωB97M-V with the def2-TZVPD basis set.

Last column: Mulliken charge in e.
Positions of all 121 atoms, in Å:
C 21.25255 -3.15844 4.93881  -0.912
C 22.06969 -3.20729 6.23906  0.274
C 23.54665 -3.51994 6.10407  -0.258
O 24.13880 -2.62106 7.00134  -0.400
C 23.22819 -1.62210 7.34086  0.631
O 23.55965 -0.63806 7.93578  -0.533
O 22.04172 -1.92468 6.84086  -0.388
H 20.34170 -2.57266 5.06252  0.317
H 20.92013 -4.14243 4.60812  0.339
H 21.71637 -2.68915 4.07120  -0.078
H 21.58273 -3.86854 6.95579  0.430
H 23.92739 -3.45702 5.08467  0.189
H 23.65079 -4.47572 6.61763  0.317
C 14.58885 -9.22198 -0.22604  -1.504
C 15.31630 -8.02538 -0.97081  0.461
C 14.50529 -6.70967 -0.80294  -0.416
O 15.49585 -5.85579 -0.37612  -0.342
C 16.67690 -6.52697 -0.24848  0.574
O 17.67408 -6.02391 0.14957  -0.441
O 16.57612 -7.75225 -0.46633  -0.248
H 13.51381 -9.04852 -0.27404  0.388
H 14.78147 -9.28071 0.84520  0.381
H 14.86382 -10.23711 -0.51242  0.359
H 15.38794 -8.31118 -2.02024  0.263
H 13.69817 -6.86068 -0.08611  0.281
H 13.93548 -6.38326 -1.67292  0.323
C 18.31387 -4.84473 3.30120  -1.131
C 17.52633 -3.70899 2.62928  2.288
C 16.08762 -3.86327 2.79631  0.008
O 15.71968 -2.52668 3.25632  -0.405
C 16.82432 -1.82624 3.64435  0.527
O 16.76715 -0.77928 4.25297  -0.558
O 17.94460 -2.62677 3.42721  -0.034
H 19.34990 -4.50774 3.26670  -0.387
H 18.29329 -5.73137 2.66753  0.212
H 17.96378 -5.05207 4.31241  0.638
H 17.82014 -3.64068 1.58186  -1.717
H 15.94228 -4.53503 3.64232  0.274
H 15.48595 -4.13854 1.93010  0.184
C 22.56290 -6.00120 -3.45849  -0.835
C 23.10682 -7.41671 -3.84950  0.450
C 24.55944 -7.41558 -4.39090  -0.488
O 25.24921 -8.31597 -3.52590  -0.347
C 24.52217 -8.79221 -2.56985  0.593
O 24.87423 -9.60091 -1.82127  -0.517
O 23.25807 -8.10576 -2.62145  -0.355
H 22.14792 -5.46091 -4.30936  0.460
H 23.33522 -5.40066 -2.97790  0.507
H 21.69251 -6.11291 -2.81193  -0.408
H 22.43627 -7.94753 -4.52529  0.306
H 24.97878 -6.40988 -4.41963  0.314
H 24.47439 -7.73303 -5.43018  0.334
C 20.78188 -4.95542 0.18567  -0.539
C 22.10575 -4.91262 0.94398  0.272
C 23.39543 -4.71886 0.21318  0.908
O 23.79772 -3.38840 0.44424  -0.403
C 23.07471 -2.87655 1.42584  0.078
O 23.25375 -1.74921 1.94255  -0.503
O 22.04502 -3.71599 1.71828  0.112
H 20.78607 -5.75303 -0.55723  0.079
H 20.70848 -4.11311 -0.50224  0.129
H 19.88958 -4.91009 0.81005  -0.069
H 22.09505 -5.71573 1.68087  0.350
H 23.22439 -4.80739 -0.85967  -0.691
H 24.20181 -5.40270 0.47816  0.134
C 26.30102 -0.04228 2.83921  -1.765
C 25.11928 0.07760 3.78707  1.264
C 25.46224 0.70775 5.12866  -0.384
O 24.40660 1.68839 5.33458  -0.324
C 23.79357 1.81736 4.18104  0.687
O 22.85412 2.56144 3.97240  -0.614
O 24.38461 1.10031 3.23121  -0.338
H 26.01350 -0.44092 1.86632  0.356
H 26.98522 -0.80311 3.21484  0.432
H 26.87700 0.86411 2.65263  0.409
H 24.56816 -0.85921 3.86918  -0.235
H 26.40243 1.25519 5.06194  0.262
H 25.42998 -0.03237 5.92820  0.280
C 16.88895 -2.34538 -1.10066  -0.900
C 17.39325 -3.19895 -2.23753  0.745
C 17.41303 -2.60179 -3.63894  -0.375
O 18.68801 -3.05278 -4.05802  -0.395
C 19.52197 -3.36641 -3.01477  0.290
O 20.75225 -3.51087 -3.07057  -0.554
O 18.82939 -3.33020 -1.90422  0.294
H 15.82077 -2.18479 -1.24663  0.477
H 17.28593 -1.33756 -1.22230  0.451
H 17.13263 -2.73993 -0.11423  -0.433
H 17.06200 -4.23738 -2.24243  -0.114
H 17.29286 -1.52031 -3.57528  0.313
H 16.65836 -3.06536 -4.27429  0.356
C 20.70084 0.52323 2.26562  -0.079
C 19.49488 -0.29926 2.32118  0.936
O 19.57364 -0.97098 1.10417  -0.138
C 20.39113 -0.23452 0.23259  0.406
O 20.56342 -0.44905 -0.96845  -0.582
O 20.93031 0.76067 0.89647  -0.322
F 18.39617 0.47976 2.24316  -0.415
H 21.55162 0.00249 2.70506  -0.302
H 20.59697 1.51914 2.69628  0.423
H 19.47408 -0.87291 3.24778  0.105
C 25.85294 -7.50474 3.88234  -0.198
C 25.50685 -7.81633 2.41744  0.212
O 26.56237 -7.27581 1.71798  -0.283
C 27.60750 -7.25890 2.48496  0.646
O 28.74092 -6.91874 2.25356  -0.553
O 27.25789 -7.60681 3.72837  -0.354
F 24.33996 -7.26829 2.13016  -0.154
H 25.42759 -8.26363 4.53905  0.316
H 25.50120 -6.49549 4.09631  0.173
H 25.33610 -8.87915 2.24612  0.207
C 19.45781 -7.83915 -3.06306  0.301
C 18.56860 -8.97428 -3.61995  0.087
O 18.20768 -8.57604 -4.87681  -0.332
C 18.44518 -7.27440 -5.04929  0.443
O 18.11691 -6.62564 -6.03365  -0.559
O 19.12412 -6.78942 -3.98541  -0.142
F 17.46608 -9.11654 -2.78353  -0.234
H 20.49667 -8.14162 -2.93126  -0.061
H 19.21894 -7.76609 -2.00206  0.148
H 19.18947 -9.87016 -3.61567  0.341

Computed properties:
Calculated total energy ... -108772.6211 eV
Orbital gap ... 10.056 eV
SMILES ... O=C1OC[C@@H](F)O1.O=C1OC[C@@H](F)O1.O=C1OC[C@@H](F)O1.C[C@H]1COC(=O)O1.C[C@H]1COC(=O)O1.C[C@H]1COC(=O)O1.C[C@H]1COC(=O)O1.C[C@H]1COC(=O)O1.C[C@H]1COC(=O)O1.C[C@H]1COC(=O)O1
Energy above the lowest of the compared OMol25 structures with the same formula, charge and spin ... 97.0 kcal/mol

2.
Below is a molecular structure, H14O31Pb2S6Zn3 in a non-equilibrium geometry, with properties calculated with ωB97M-V with the def2-TZVPD basis set.

Last column: Mulliken charge in e.
Positions of all 56 atoms, in Å:
Zn 2.41574 -0.83444 2.28440  0.051
Zn 0.80154 -1.86998 -2.44186  0.338
Zn -1.76603 1.09354 2.28425  0.587
Pb -2.49885 -0.68678 -0.92004  1.611
Pb 1.82648 1.84807 -2.98471  1.410
S -0.89375 0.43863 -4.02931  1.043
O -1.25403 -0.06887 -5.33931  -0.572
O -1.96040 0.33433 -3.05132  -0.695
O 0.29520 -0.29401 -3.50729  -0.358
O -0.46458 1.82219 -4.07953  -0.836
S -4.80215 -0.24555 1.34762  1.113
O -4.99077 -1.33481 2.26982  -0.682
O -3.47117 0.44111 1.56175  -0.571
O -4.76895 -0.80745 -0.02935  -0.851
O -5.92052 0.69227 1.52540  -0.794
S -2.29274 -2.99123 -3.44942  1.047
O -2.41048 -4.44055 -3.29248  -0.724
O -2.21007 -2.61072 -4.85207  -0.676
O -3.35720 -2.26913 -2.77975  -0.777
O -1.01622 -2.60906 -2.71982  -0.428
S 0.34632 0.34292 0.00889  -0.543
O -0.92782 0.63525 0.60159  -0.172
O 1.33516 0.03600 1.04000  1.248
O 0.08249 -0.79060 -0.87650  0.124
O 0.76766 1.48155 -0.82303  -0.054
S -1.43495 -1.79107 3.78088  1.274
O -1.22200 -0.62139 2.95337  -0.408
O -2.81693 -1.86530 4.14821  -0.642
O -1.04914 -2.91092 2.91589  -0.842
O -0.66130 -1.80480 5.03294  -0.798
S 3.88043 -0.76546 -2.64129  1.369
O 3.94309 0.60103 -3.18768  -0.890
O 4.73827 -1.07301 -1.48818  -0.881
O 2.48648 -0.91058 -2.26803  -0.342
O 4.15876 -1.71421 -3.70493  -0.717
O -1.93063 3.03042 1.60033  -0.341
H -1.16930 3.56063 1.85847  0.305
H -2.68885 3.60330 1.74988  0.285
O 3.47799 -1.92087 0.61714  -0.341
H 3.83731 -2.79612 0.78026  0.234
H 3.95083 -1.60436 -0.18466  0.336
O 3.81115 0.69441 2.11499  -0.303
H 4.32208 0.94035 1.33654  0.278
H 4.16026 1.24448 2.82132  0.258
O 1.15437 -2.36630 2.31395  -0.205
H 1.32339 -3.13198 1.75911  0.231
H 0.20548 -2.45422 2.57717  0.402
O 1.17630 3.38040 0.99377  -0.756
H 1.33668 2.78066 1.72450  0.290
H 1.14744 2.80607 0.21207  0.376
O 0.56962 3.93173 -2.27400  -0.522
H -0.16811 4.48206 -2.54898  0.299
H 0.38300 3.71874 -1.35532  0.214
O -0.06221 1.82953 3.17328  -0.446
H -0.37112 2.46147 3.83048  0.276
H 0.64678 1.35266 3.61061  0.171

Computed properties:
Calculated total energy ... -284467.6399 eV
Orbital gap ... 3.000 eV
Charge ... -2

3.
Below is a molecular structure, C15H24BrCaClKN3O9P2S in a non-equilibrium geometry, with properties calculated with ωB97M-V with the def2-TZVPD basis set.

Last column: Mulliken charge in e.
Positions of all 58 atoms, in Å:
O 6.49659 1.00001 -2.54066  -0.502
P 5.45775 2.18087 -2.18813  0.081
Cl 5.66005 3.60032 -3.63585  -0.217
C 3.82224 1.50451 -2.59646  0.681
C 3.64420 0.11140 -2.78422  -0.451
C 2.42106 -0.37501 -3.09565  -0.500
Br 2.15514 -2.21164 -3.36653  -0.085
C 1.32306 0.50406 -3.18217  0.786
N 0.04877 0.18973 -3.42397  -0.482
S -0.76854 1.53915 -3.38711  0.209
N 0.38242 2.59462 -3.07430  -0.651
C 1.51709 1.88847 -2.98946  0.418
C 2.80048 2.39994 -2.71160  -0.816
H 6.58687 0.86605 -3.49494  0.331
H 4.49179 -0.53734 -2.66488  0.624
H 2.94585 3.45708 -2.57174  0.501
K 4.80904 3.10838 0.17330  0.962
C 2.06039 0.07689 1.58714  0.087
O 2.75541 0.68815 0.79035  -0.687
N 0.84606 -0.42378 1.32907  0.494
C 0.05034 -1.14786 2.30824  -1.318
C 0.27402 -0.24578 0.00259  -0.486
H 2.40824 -0.09898 2.62479  0.246
H -0.14250 -2.15849 1.95296  0.182
H -0.90211 -0.63200 2.46812  0.532
H 0.57889 -1.22510 3.26032  0.561
H 0.92190 -0.71004 -0.73733  0.130
H 0.18416 0.81818 -0.22738  0.272
H -0.70923 -0.70719 -0.02785  0.051
C -2.98281 -1.00517 -1.66880  -0.740
O -3.24644 -0.95560 -0.28313  -0.264
C -4.57643 -0.65242 0.09868  -0.502
C -5.19144 -1.67373 1.03481  -0.298
O -5.37558 -2.98168 0.52802  -0.461
C -4.26656 -3.78702 0.18471  -0.224
C -3.36172 -4.23116 1.31738  -0.556
O -2.68433 -3.17650 1.97958  -0.140
C -2.88503 -3.10245 3.37901  -0.964
H -2.52402 -0.06669 -1.99613  -0.080
H -2.26052 -1.80597 -1.84580  0.305
H -3.87517 -1.20972 -2.26389  0.590
H -5.21265 -0.52430 -0.78220  0.389
H -4.56233 0.30257 0.63809  0.337
H -6.20176 -1.31631 1.24695  0.423
H -4.67137 -1.69207 1.99604  0.049
H -3.68852 -3.34109 -0.62787  0.010
H -4.70594 -4.70255 -0.21918  0.402
H -2.59954 -4.88055 0.86964  0.338
H -3.93308 -4.83533 2.02875  0.407
H -3.83558 -3.54837 3.67821  0.507
H -2.89990 -2.04908 3.66608  0.235
H -2.06804 -3.59625 3.91724  0.261
O 4.15713 6.61658 1.37062  -0.457
P 4.91071 7.67698 2.16551  0.859
O 4.40819 7.72336 3.59779  -0.453
O 4.67239 9.02454 1.49139  -0.436
O 6.40304 7.37246 2.17526  -0.479
Ca 0.93781 0.36286 4.52666  -0.010

Computed properties:
Calculated total energy ... -185576.6829 eV
Orbital gap ... 3.299 eV

4.
Below is C23H26N2O3 in the gas phase, with properties calculated with ωB97M-V with the def2-TZVPD basis set.

Last column: Mulliken charge in e.
Positions of all 54 atoms, in Å:
C 3.55572 1.80791 1.09242  -1.316
C 2.75205 1.82311 -0.19991  -0.042
O 1.42577 2.25573 0.07154  -0.364
C 0.88086 3.16330 -0.85536  -0.699
C 0.43728 2.51687 -2.17311  -0.690
H 1.26705 1.95008 -2.59928  0.274
C -0.76403 1.59460 -1.98034  -0.857
N -0.43543 0.44495 -1.17039  0.657
C -0.76415 -0.79918 -1.54780  -0.040
O -1.29451 -1.06579 -2.60638  -0.727
C -0.42495 -1.89837 -0.52578  0.677
C 1.05877 -2.07146 -0.40963  -0.028
C 1.77092 -2.69344 -1.42746  -0.707
C 3.14001 -2.86221 -1.32556  -0.686
C 3.81515 -2.41766 -0.19845  -0.747
C 3.11766 -1.78766 0.81259  -0.376
C 1.74147 -1.60197 0.70965  0.369
C 1.04987 -0.84220 1.77882  0.237
O 1.66503 -0.27347 2.66751  -0.805
N -0.29967 -0.75448 1.67136  0.187
C -1.02928 0.02840 2.64342  -1.290
C -1.96318 0.97428 1.90058  -0.580
C -2.88773 0.15991 1.04272  1.108
C -4.15764 0.62497 0.72584  -0.865
C -5.03289 -0.14598 -0.01402  -0.731
C -4.65096 -1.41279 -0.42197  -0.843
C -3.39017 -1.88366 -0.11250  -0.499
C -2.49045 -1.09936 0.60122  0.131
C -1.09315 -1.63741 0.83921  -0.227
H -1.18261 -2.61138 1.35669  0.505
H -3.10101 -2.87367 -0.43156  0.418
H -5.33311 -2.03260 -0.98335  0.405
H -6.01378 0.23246 -0.25954  0.408
H -4.45732 1.60478 1.07020  0.484
H -2.53792 1.57301 2.60920  0.576
H -1.36911 1.65885 1.28870  -0.022
H -0.29381 0.56976 3.24078  0.575
H -1.60906 -0.63356 3.29926  0.347
H 3.61657 -1.42101 1.69662  0.502
H 4.88212 -2.55918 -0.11435  0.418
H 3.68116 -3.34748 -2.12430  0.433
H 1.24143 -3.04236 -2.30200  0.527
H -0.85075 -2.81284 -0.94987  0.792
H 0.04823 0.62707 -0.30110  -0.473
H -1.11580 1.21112 -2.94146  0.495
H -1.58357 2.15228 -1.50831  0.248
H 0.16621 3.30766 -2.87363  0.452
H 0.01470 3.60574 -0.35291  0.361
H 1.60307 3.96566 -1.06660  0.453
H 3.22228 2.49925 -0.92545  0.597
H 2.72478 0.81506 -0.63873  0.071
H 3.64874 2.81651 1.48715  0.396
H 3.05213 1.19255 1.83247  0.145
H 4.54701 1.40530 0.90311  0.366

Computed properties:
Calculated total energy ... -33397.5226 eV
Orbital gap ... 9.411 eV
SMILES ... CCOCCCNC(=O)[C@H]1c2ccccc2C(=O)N2CCc3ccccc3[C@@H]12
Energy above the lowest of the compared OMol25 structures with the same formula, charge and spin ... 21.1 kcal/mol